Entry 1:
{
  "formula": "C38H92Cl8O6S6",
  "method": "ωB97M-V/def2-TZVPD",
  "molar_mass_g_mol": 1121.17,
  "charge": 0,
  "largest_force_ev_per_a": 3.4,
  "species": ["C", "S", "O", "C", "H", "H", "H", "H", "H", "H", "C", "S", "O", "C", "H", "H", "H", "H", "H", "H", "C", "S", "O", "C", "H", "H", "H", "H", "H", "H", "C", "S", "O", "C", "H", "H", "H", "H", "H", "H", "C", "S", "O", "C", "H", "H", "H", "H", "H", "H", "C", "S", "O", "C", "H", "H", "H", "H", "H", "H", "C", "Cl", "Cl", "Cl", "Cl", "C", "Cl", "Cl", "Cl", "Cl", "C", "C", "C", "C", "C", "C", "H", "H", "H", "H", "H", "H", "H", "H", "H", "H", "H", "H", "H", "H", "C", "C", "C", "C", "C", "C", "H", "H", "H", "H", "H", "H", "H", "H", "H", "H", "H", "H", "H", "H", "C", "C", "C", "C", "C", "C", "H", "H", "H", "H", "H", "H", "H", "H", "H", "H", "H", "H", "H", "H", "C", "C", "C", "C", "C", "C", "H", "H", "H", "H", "H", "H", "H", "H", "H", "H", "H", "H", "H", "H"],
  "coordinates": [[-2.813, 3.957, -2.750], [-2.928, 5.073, -4.184], [-2.331, 6.446, -3.876], [-1.699, 4.324, -5.274], [-3.676, 4.159, -2.117], [-1.868, 4.209, -2.269], [-2.813, 2.911, -3.059], [-1.361, 4.888, -6.143], [-2.123, 3.348, -5.511], [-0.801, 4.013, -4.741], [-10.013, 4.617, -0.442], [-8.407, 4.725, -1.366], [-8.124, 3.238, -1.441], [-9.133, 5.185, -2.975], [-9.828, 4.511, 0.627], [-10.706, 3.820, -0.709], [-10.620, 5.504, -0.622], [-9.661, 6.137, -3.024], [-9.643, 4.385, -3.511], [-8.312, 5.317, -3.680], [-9.838, -0.401, 1.314], [-11.067, -1.732, 1.720], [-10.782, -2.205, 3.119], [-12.450, -0.521, 1.835], [-8.852, -0.839, 1.156], [-9.639, 0.190, 2.208], [-10.131, 0.195, 0.450], [-12.404, 0.122, 2.713], [-13.409, -1.032, 1.918], [-12.444, 0.103, 0.941], [-2.015, -1.540, -1.147], [-1.764, -0.456, 0.281], [-1.006, 0.815, -0.188], [-3.498, 0.128, 0.591], [-1.055, -1.871, -1.543], [-2.523, -1.036, -1.969], [-2.561, -2.387, -0.731], [-3.858, 0.587, -0.330], [-3.447, 0.881, 1.377], [-4.234, -0.645, 0.807], [-1.777, 4.838, 3.100], [-0.925, 6.150, 4.149], [-1.971, 7.215, 4.430], [-0.795, 5.130, 5.704], [-2.666, 4.613, 3.689], [-1.246, 3.895, 2.971], [-2.066, 5.254, 2.134], [-0.222, 4.247, 5.423], [-1.803, 4.974, 6.089], [-0.216, 5.613, 6.491], [-0.495, -2.417, 5.510], [-1.292, -0.988, 6.368], [-1.544, 0.096, 5.350], [-2.952, -1.697, 6.743], [0.305, -2.015, 4.889], [-1.189, -2.839, 4.783], [-0.134, -3.187, 6.192], [-3.492, -0.889, 7.236], [-2.861, -2.592, 7.360], [-3.402, -1.954, 5.784], [-6.126, -6.619, 1.081], [-7.802, -6.992, 0.731], [-5.076, -6.552, -0.421], [-6.034, -5.044, 1.947], [-5.426, -7.840, 2.178], [-1.200, -5.390, -6.526], [-1.443, -6.337, -5.007], [0.340, -5.971, -7.367], [-2.515, -5.801, -7.687], [-1.182, -3.661, -6.059], [2.961, 6.498, -0.718], [3.370, 6.281, -2.184], [4.742, 6.842, -2.593], [4.886, 8.348, -2.527], [6.246, 8.731, -3.017], [6.532, 10.270, -2.978], [3.835, 6.423, -0.071], [2.183, 5.755, -0.539], [2.624, 7.532, -0.650], [3.537, 5.227, -2.405], [2.617, 6.699, -2.852], [5.148, 6.561, -3.565], [5.575, 6.447, -2.011], [4.281, 8.859, -3.275], [4.648, 8.713, -1.528], [6.991, 8.305, -2.345], [6.344, 8.326, -4.024], [5.830, 10.756, -3.655], [6.381, 10.587, -1.946], [7.560, 10.463, -3.286], [6.084, -5.461, -4.408], [4.660, -4.994, -4.451], [4.539, -3.551, -3.909], [5.066, -2.415, -4.788], [4.729, -0.987, -4.193], [5.324, 0.181, -5.004], [6.311, -5.693, -3.367], [6.782, -4.673, -4.690], [6.111, -6.332, -5.062], [4.332, -5.018, -5.491], [3.911, -5.664, -4.028], [5.124, -3.581, -2.990], [3.504, -3.321, -3.658], [6.153, -2.416, -4.860], [4.592, -2.621, -5.748], [3.647, -0.861, -4.218], [5.080, -0.921, -3.163], [4.922, 1.145, -4.694], [6.413, 0.182, -4.958], [5.038, 0.125, -6.054], [0.998, -6.677, 1.381], [0.316, -7.549, 2.407], [0.631, -9.061, 2.219], [0.037, -9.988, 3.316], [0.461, -11.441, 3.208], [0.049, -12.419, 4.315], [2.072, -6.848, 1.315], [0.860, -5.633, 1.660], [0.545, -6.926, 0.421], [0.612, -7.148, 3.377], [-0.764, -7.451, 2.295], [1.710, -9.211, 2.196], [0.331, -9.357, 1.213], [0.423, -9.578, 4.250], [-1.052, -9.979, 3.275], [0.023, -11.853, 2.299], [1.527, -11.582, 3.029], [-1.012, -12.579, 4.504], [0.356, -13.388, 3.919], [0.587, -12.293, 5.254], [8.296, 2.014, 0.781], [6.741, 1.942, 0.635], [5.960, 2.265, 1.965], [4.569, 1.666, 2.017], [3.739, 2.050, 3.295], [4.429, 1.495, 4.518], [8.657, 3.006, 1.053], [8.823, 1.868, -0.162], [8.778, 1.286, 1.434], [6.237, 2.641, -0.033], [6.478, 0.919, 0.369], [5.713, 3.310, 2.155], [6.535, 1.821, 2.777], [4.045, 1.971, 1.112], [4.783, 0.597, 2.010], [3.592, 3.130, 3.316], [2.683, 1.782, 3.317], [3.908, 1.821, 5.418], [4.312, 0.419, 4.645], [5.442, 1.850, 4.706]],
  "mulliken_charge": [-0.8153, 0.4859, -0.6260, -0.9400, 0.3274, 0.3151, 0.2801, 0.3148, 0.3440, 0.3153, -0.9436, 0.5223, -0.6095, -0.9520, 0.3100, 0.3083, 0.3506, 0.3606, 0.3378, 0.3148, -0.9089, 0.5119, -0.6054, -0.8980, 0.3016, 0.3225, 0.3323, 0.3221, 0.3161, 0.3064, -0.8745, 0.5290, -0.6258, -0.8788, 0.3210, 0.2795, 0.3277, 0.2665, 0.3011, 0.3528, -0.9342, 0.4982, -0.6221, -0.8673, 0.3193, 0.3610, 0.3236, 0.2962, 0.2940, 0.3327, -0.8793, 0.4595, -0.5642, -0.8684, 0.3199, 0.2546, 0.3563, 0.3077, 0.3613, 0.2506, 0.3270, -0.0690, -0.0868, -0.0760, -0.0967, 0.3184, -0.0760, -0.0965, -0.0881, -0.0586, -1.1445, -0.4684, -0.9626, -0.3097, -0.5319, -1.2692, 0.2975, 0.3428, 0.3290, 0.2970, 0.3104, 0.4792, 0.3670, 0.2486, 0.3204, 0.3509, 0.3375, 0.3347, 0.3042, 0.3676, -1.0990, -0.4950, -0.6960, -0.4220, -0.3685, -1.2771, 0.2941, 0.2799, 0.3451, 0.2956, 0.3677, 0.2499, 0.3737, 0.2620, 0.2738, 0.2912, 0.3134, 0.3634, 0.3330, 0.3150, -1.2242, -0.2480, -0.7962, -0.4591, -0.5145, -1.2439, 0.3250, 0.3347, 0.3031, 0.3566, 0.2084, 0.3689, 0.3695, 0.2849, 0.2639, 0.2826, 0.3858, 0.3231, 0.3604, 0.3206, -1.3011, -0.3693, -0.4793, -0.6923, -0.4883, -1.2350, 0.3219, 0.3868, 0.3488, 0.2675, 0.3027, 0.2924, 0.2876, 0.3813, 0.3274, 0.2912, 0.3411, 0.3948, 0.2888, 0.3336]
}


Entry 2:
{
  "formula": "C5H11NO",
  "method": "ωB97M-V/def2-TZVPD",
  "molar_mass_g_mol": 101.15,
  "smiles": "C=NCC.CC=O",
  "charge": 0,
  "largest_force_ev_per_a": 0.5,
  "species": ["C", "N", "C", "C", "H", "H", "H", "H", "H", "H", "H", "C", "C", "O", "H", "H", "H", "H"],
  "coordinates": [[-0.121, 0.662, 1.717], [-0.193, -0.461, 1.142], [-1.355, -0.797, 0.321], [-2.217, 0.340, -0.221], [-0.881, 1.450, 1.661], [0.764, 0.881, 2.320], [-0.973, -1.382, -0.523], [-1.957, -1.488, 0.926], [-3.050, -0.084, -0.792], [-1.630, 0.968, -0.900], [-2.648, 0.968, 0.566], [2.486, -0.605, -0.750], [1.461, 0.438, -1.091], [0.602, 0.309, -1.934], [2.440, -1.426, -1.469], [2.261, -0.983, 0.254], [3.488, -0.162, -0.733], [1.521, 1.372, -0.493]],
  "mulliken_charge": [-0.3570, -0.3517, -0.3286, -1.1274, 0.2180, 0.3102, 0.2803, 0.3694, 0.3422, 0.2844, 0.3595, -0.9640, 0.1844, -0.4927, 0.2789, 0.2870, 0.3544, 0.3527]
}


DFT total energy, respectively: -218364.9290; -8899.7299 eV.
LUMO energy, respectively: -0.4; 1.1 eV.
HOMO-LUMO gap, respectively: 0.301; 0.395 Ha.